Below is 2 unconnected molecules or ions with the total composition C13H35BNO7P2, with properties calculated with the ωB97M-V functional and the def2-TZVPD basis.

XYZ file:
```
59
Properties=species:S:1:pos:R:3:mulliken_charge:R:1
C -1.25 -0.66 -1.90 -0.9451
C 0.14 -1.32 -2.29 -0.1729
C 0.28 -1.68 -3.82 -0.7029
C 0.08 -0.47 -4.80 -0.6898
C 0.58 0.92 -4.24 -0.5655
B 2.21 1.10 -4.15 0.5886
O 2.88 -0.01 -3.41 -0.7168
N 2.61 2.42 -3.45 -0.5669
C 2.27 2.41 -2.02 0.3129
C 3.54 2.43 -1.05 -1.2380
P 2.96 1.07 -5.98 -0.1525
O 3.75 -0.48 -6.13 -0.5256
O 4.32 2.15 -6.00 -0.4151
H -1.90 -1.35 -1.30 0.2797
H -0.99 0.27 -1.32 0.0720
H -1.79 -0.28 -2.81 0.3316
H 1.01 -0.73 -1.91 0.0636
H 0.19 -2.30 -1.73 0.4817
H -0.38 -2.55 -4.14 0.4063
H 1.34 -2.05 -3.95 0.1952
H -1.03 -0.37 -5.02 0.3432
H 0.56 -0.68 -5.80 0.3124
H 0.06 1.21 -3.27 0.3013
H 0.23 1.71 -4.99 0.2121
H 3.83 0.11 -3.57 0.2047
H 2.21 3.22 -3.93 0.1885
H 1.66 1.52 -1.70 -0.4567
H 1.59 3.30 -1.84 0.4637
H 4.48 2.39 -1.64 0.3505
H 3.51 1.55 -0.34 0.2105
H 3.45 3.36 -0.42 0.2959
H 3.11 -1.17 -5.93 0.3039
H 5.07 1.67 -5.60 0.2449
O -0.49 0.51 4.71 -0.7865
P -1.78 0.06 4.02 1.0921
O -1.69 -1.58 4.33 -0.3683
C -1.28 -2.07 5.60 -0.2904
C -2.47 -2.36 6.50 -1.0232
O -1.26 0.09 2.46 -0.3136
C -0.06 0.78 2.10 -0.3270
C 1.14 -0.14 2.16 -0.9604
O -3.33 -0.13 3.35 -0.3384
C -4.41 -0.71 4.04 -0.1513
C -4.93 0.18 5.16 -1.0878
H -0.59 -1.40 6.10 0.3158
H -0.74 -3.01 5.42 0.3264
H -3.03 -1.44 6.70 0.1810
H -2.14 -2.77 7.46 0.4003
H -3.15 -3.07 6.04 0.2619
H 0.08 1.67 2.72 0.3572
H -0.19 1.14 1.07 0.3261
H 1.20 -0.67 3.11 0.3279
H 2.06 0.42 2.01 0.3254
H 1.07 -0.90 1.37 0.1978
H -4.16 -1.71 4.40 0.2228
H -5.21 -0.85 3.31 0.3411
H -4.12 0.49 5.83 0.3024
H -5.69 -0.34 5.74 0.3392
H -5.37 1.09 4.75 0.3141
```

As for the spin multiplicity: 1. Its net charge is -1. As for the HOMO-LUMO gap: 3.7692 eV.

=====

Below is C12H12 in the gas phase, with properties calculated with the ωB97M-V functional and the def2-TZVPD basis.

XYZ file:
```
24
Properties=species:S:1:pos:R:3:mulliken_charge:R:1
C 2.53 -1.96 0.42 -1.4641
C 1.52 -0.91 0.00 0.9589
C 1.91 0.05 -1.01 -0.7295
C 1.09 1.02 -1.45 -0.9196
C -0.21 1.17 -0.95 0.4893
C -1.04 2.23 -1.36 -0.3760
C -2.31 2.36 -0.88 -0.6412
C -2.73 1.45 0.11 -0.4954
C -1.91 0.48 0.68 -0.8332
C -0.62 0.27 0.09 0.8423
C 0.26 -0.82 0.50 0.8249
C -0.30 -1.81 1.54 -1.4354
H 2.02 -2.94 0.29 0.3208
H 2.76 -1.94 1.50 0.3036
H 3.46 -1.90 -0.12 0.3666
H 2.88 -0.11 -1.56 0.1975
H 1.57 1.65 -2.19 0.3279
H -0.73 3.09 -2.01 0.2622
H -2.89 3.26 -1.10 0.3369
H -3.75 1.63 0.47 0.3319
H -2.26 -0.06 1.52 0.3922
H -0.06 -1.38 2.67 0.2506
H 0.24 -2.86 1.44 0.3095
H -1.43 -1.97 1.39 0.3796
```

The SMILES is Cc1ccc2ccccc2c1C. As for the spin multiplicity: 1. The relative energy (zero: lowest compared OMol25 entry of this formula, charge and spin) is 16.7 kcal per mole. As for the HOMO-LUMO gap: 8.8666 eV.

=====

Below is C6H8N2 in the gas phase, with properties calculated with the ωB97M-V functional and the def2-TZVPD basis.

XYZ file:
```
16
Properties=species:S:1:pos:R:3:mulliken_charge:R:1
H 2.88 0.38 -0.77 0.2599
N 2.30 -0.44 -0.61 -0.6876
C 1.26 -0.20 0.07 0.4739
C 0.84 1.12 0.61 -0.2204
C 1.15 2.27 0.03 -0.8196
C 0.36 -1.34 0.33 0.0473
N -0.65 -1.33 1.40 -0.5762
C -1.16 -1.00 0.30 0.3325
C -2.40 -0.94 -0.47 -1.0581
H 0.25 1.09 1.51 0.3784
H 1.70 2.32 -0.90 0.2386
H 0.86 3.21 0.47 0.2746
H 0.76 -2.30 0.04 0.4712
H -3.25 -0.80 0.19 0.3348
H -2.35 -0.15 -1.21 0.2795
H -2.52 -1.89 -1.00 0.2712
```

The SMILES is [H]/N=C(\C=C)[C@H]1N=C1C. As for the spin multiplicity: 1. The relative energy (zero: lowest compared OMol25 entry of this formula, charge and spin) is 62.6 kcal per mole. As for the HOMO-LUMO gap: 9.7935 eV.

=====

Number 1: lowest unoccupied orbital energy 0.7 eV, F_max 8.32 eV/A, HOMO level -3.05 eV. Number 2: lowest unoccupied orbital energy 0.7 eV, F_max 3.22 eV/A, HOMO level -8.12 eV. Number 3: lowest unoccupied orbital energy 0.7 eV, F_max 3.50 eV/A, HOMO level -9.14 eV.